C38H42AsI2N4ORb as an isolated structure, computed with the ωB97M-V functional and the def2-TZVPD basis.

Positions of all 89 atoms, in Å:
C -4.509 -2.551 -1.283
H -0.171 3.044 -0.919
C 3.714 -0.152 4.795
H 0.541 3.363 3.534
H -1.754 4.081 -2.273
H -1.069 6.394 2.004
C 0.804 -3.357 -4.062
H -2.439 -2.031 -1.521
C -6.452 -1.746 2.998
H -3.255 2.039 -2.685
C 4.417 -3.510 -3.510
C -3.307 -2.001 -0.810
H -2.503 3.006 -0.547
C -6.592 -2.078 1.689
H -1.617 1.658 -4.499
C 4.914 -2.702 -1.302
H 6.275 -3.286 4.503
H 0.367 1.291 -5.671
C -1.211 5.728 1.128
H 2.068 3.489 2.459
H -3.520 0.529 -2.047
H -1.069 3.577 -3.766
H 0.061 -3.406 -4.867
H 1.177 1.701 -4.211
C 5.620 -3.109 3.643
H -7.487 -2.413 1.148
C -0.822 3.835 -2.764
N 2.924 -0.777 2.626
H -4.564 -2.938 -2.306
H 6.374 -2.948 -2.858
C -2.941 1.407 -1.879
H -2.661 1.505 0.255
H 6.182 -4.848 2.518
N 3.063 -2.394 0.271
C 1.038 3.886 2.732
C 3.035 -3.401 -3.240
As -0.986 0.947 -2.080
C 4.726 -3.664 1.488
H 2.398 -3.941 -5.249
I 1.571 5.877 3.446
H -0.613 -2.674 -2.575
C -2.967 -1.501 0.436
H -6.581 -2.869 -0.666
H 4.744 -4.375 0.699
H 1.986 0.706 3.758
H -0.147 4.738 -2.781
C 0.158 3.662 1.469
C 4.745 -1.980 3.653
H -1.481 -0.099 -4.365
C 3.885 -1.789 2.570
H -0.438 5.977 0.395
C -5.527 -2.512 -0.410
C -4.158 -1.016 2.597
C 2.105 -3.619 -4.271
C 0.429 -2.942 -2.759
C -4.152 -1.556 1.288
H 4.596 -3.745 -4.529
C -5.450 -2.028 0.882
C 2.574 -2.974 -2.006
C 3.847 -2.610 1.370
H -2.211 5.975 0.674
C -3.088 2.073 -0.549
N -1.184 4.323 1.416
H -3.180 3.943 2.045
H -2.012 4.500 3.309
C -5.233 -1.124 3.416
H -1.950 2.894 2.626
H -4.113 2.367 -0.353
C 0.443 0.962 -4.664
C 4.710 -1.058 4.762
C 3.567 -2.686 -0.929
C -0.175 2.738 -1.950
C 5.312 -3.052 -2.600
C 5.565 -3.954 2.562
C -0.936 0.846 -4.081
C 2.755 -0.065 3.701
H 1.052 0.034 -4.608
N 1.258 -2.801 -1.768
C -2.144 3.928 2.405
H 5.418 -1.279 5.582
H -5.288 -0.622 4.404
Rb 0.349 -0.404 0.821
O 0.081 2.334 1.475
H -7.235 -1.763 3.721
I -2.611 0.239 3.260
H 3.657 0.490 5.697
H 5.614 -2.418 -0.548
H 0.930 2.535 -2.081
H 0.755 4.145 0.613

Values from the calculation:
M, u: 985.0
HOMO energy, eV: -1.7
Charge: -2
Energy relative to the best compared isomer or geometry (same formula, charge and spin), eV: 0.234


C38H42AuBN11O3 as an isolated structure, computed with the ωB97M-V functional and the def2-TZVPD basis.

Positions of all 96 atoms, in Å:
H 2.633 0.287 3.907
C 0.595 5.277 0.029
H 0.238 -7.325 1.004
N -1.106 -1.784 1.983
H -4.145 5.827 0.508
N 1.956 -2.486 0.725
C 0.471 -6.491 0.366
C -4.600 1.970 0.803
H 2.242 7.735 1.649
C -1.736 -3.789 2.271
C -2.086 -2.446 -1.684
H -0.277 5.112 -0.594
C -0.128 -7.499 -1.975
C -2.059 -3.097 3.443
N 1.583 -2.422 -1.743
H 4.094 -1.927 3.114
C 0.865 6.543 0.524
C -3.408 2.663 0.645
C 1.457 -2.848 -3.047
O -1.241 -1.290 -1.484
C 0.933 -5.276 0.735
O 3.442 3.361 1.162
H -2.025 -2.993 -0.747
H 2.369 0.948 -4.217
C -4.468 4.796 0.603
C 2.847 0.530 -3.331
C 3.025 -2.883 1.450
H -5.504 0.048 1.021
H -0.032 -7.184 -3.011
C 4.695 3.543 1.829
C -1.720 -0.421 -3.667
H 2.003 2.408 -0.602
C 1.864 -1.835 -3.853
N 1.108 -4.524 -0.410
H -1.701 -3.047 -2.504
H -1.174 -7.733 -1.772
H 1.914 -1.836 -4.929
C 3.304 -1.922 2.384
C -3.378 -0.122 0.881
H -4.967 4.656 1.562
C -2.205 1.948 0.597
H 3.812 5.909 2.072
B 1.488 -3.159 -0.510
C -1.668 0.655 -4.512
C -4.573 0.586 0.902
H 5.311 4.272 1.303
N -1.024 2.730 0.410
C -0.535 1.989 -2.860
N 1.537 -1.276 1.180
H 0.193 7.362 0.313
N 0.006 0.991 -0.724
O -3.279 4.004 0.531
N 2.085 -1.138 -1.715
H -5.542 2.497 0.842
H -3.105 -2.116 -1.878
N 0.727 -5.260 -1.512
H 2.585 1.183 2.385
N 1.224 2.911 -0.194
C 2.334 -0.930 2.185
C 2.254 -0.789 -2.967
H -2.186 -1.342 -3.986
H -1.887 -4.830 2.034
H 5.185 2.574 1.808
N -1.163 -2.984 1.380
H 1.129 -4.871 1.713
H 3.533 -3.806 1.223
C -1.654 -1.792 3.218
H -1.038 3.672 0.785
H -2.535 -3.481 4.329
H -2.089 0.575 -5.505
C -0.542 0.892 -1.950
H 1.094 0.559 3.095
H -1.044 2.712 -4.787
C 2.640 4.441 1.028
C -1.787 -0.574 4.065
H -3.384 -1.197 1.004
H 4.539 3.856 2.862
H 2.755 1.234 -2.505
H -0.062 2.915 -2.560
C 1.461 4.229 0.308
Au -0.387 -0.372 0.813
H 3.908 0.414 -3.555
C 2.018 6.749 1.266
C 2.150 0.345 2.933
H 1.104 -3.841 -3.258
H 0.446 -8.414 -1.830
C -2.183 0.569 0.751
C 2.911 5.715 1.510
C 0.075 2.267 -0.159
C -1.169 -0.336 -2.383
H -5.145 4.544 -0.215
H -1.342 0.295 3.578
C -1.074 1.876 -4.103
C 0.354 -6.429 -1.060
H -1.302 -0.712 5.031
H -2.837 -0.345 4.248

Values from the calculation:
M, u: 908.6
Spin multiplicity: 2
HOMO energy (spin up / spin down), eV: -13.2 / -13.2
Expectation value of S²: 0.769
Charge: +2
Energy relative to the best compared isomer or geometry (same formula, charge and spin), eV: 0.000


C38H42BCl5F5N9O2S5Sn as an isolated structure, computed with the ωB97M-V functional and the def2-TZVPD basis.

Positions of all 108 atoms, in Å:
C -1.823 -1.170 -2.935
S -0.912 0.183 -2.412
H -2.864 1.043 2.896
H -5.511 -1.220 4.230
C -1.160 -5.291 1.027
H 2.337 -4.740 -0.885
C 5.409 -0.536 1.139
H 2.191 -3.169 1.132
N 0.029 -4.796 0.556
H 6.375 -0.586 1.599
C 0.360 3.794 2.448
H 6.790 -2.161 -4.354
H 3.225 -5.868 0.136
F -0.555 1.830 1.515
C -5.911 -0.358 3.701
H -1.222 -6.143 1.664
H 0.269 -1.112 -5.323
B -2.250 -2.220 -0.648
S 5.225 0.127 -0.462
S 0.816 -2.894 -1.267
C 5.152 -0.961 -3.707
Sn 0.672 -0.504 -0.392
H 4.038 -1.349 2.600
H -5.526 2.271 2.751
H -6.474 -0.791 0.782
H -1.502 -1.365 -0.300
O 1.942 1.035 -3.390
C -1.837 -0.611 -5.407
F 1.000 3.635 3.600
Cl -1.734 3.132 -0.486
H -6.183 0.400 4.431
C 1.374 -5.192 1.007
C -5.448 -1.082 0.722
H 1.784 -6.406 -0.735
C -4.857 0.217 2.751
C 3.563 -3.183 -4.184
H 2.945 -4.050 -4.368
C 1.577 3.904 -2.500
C 5.727 -2.123 -4.173
C -4.812 -1.782 -0.238
S 3.133 0.569 -2.737
N -2.399 -2.107 -2.154
H 0.721 -6.187 2.836
C 0.934 3.019 0.081
H -4.703 1.781 1.269
H -0.141 0.150 -6.478
H -2.537 1.149 -4.366
F 1.502 1.766 2.040
H -1.945 -0.772 -7.542
H 2.907 -4.313 2.262
C 3.535 -0.195 -0.328
H 6.525 -4.463 -4.854
C 4.942 -3.254 -4.418
N -2.114 -1.449 -4.229
N 3.155 -0.743 0.793
C 2.235 -5.573 -0.200
H -2.534 1.301 -6.126
C -3.353 -1.348 1.371
C 1.977 -4.015 1.784
H -3.262 -1.596 -6.733
S -1.946 -1.502 2.243
H 1.289 -3.675 2.557
F 0.796 4.933 1.899
Cl 3.537 3.107 0.847
N -4.541 -0.778 1.718
H -0.077 0.515 -4.761
N 5.524 -4.389 -4.924
C 0.255 3.639 -2.164
H -6.809 -0.660 3.167
C -5.405 1.462 2.036
C -0.073 3.253 -0.864
C 2.260 3.303 -0.264
C -0.357 -0.239 -5.487
H 1.933 -1.947 -3.534
H -3.916 1.396 4.269
C 3.788 -0.905 -3.486
Cl 1.966 4.432 -4.059
H -6.369 1.273 1.572
C -3.045 -2.994 -2.968
O 4.198 1.525 -2.584
H 5.737 -0.079 -3.504
H -1.630 -2.307 -6.748
H 2.280 -6.708 2.215
C -3.628 0.633 3.551
C -2.154 -4.521 0.529
C 2.575 3.787 -1.536
N -1.594 -3.559 -0.253
C 0.577 2.569 1.484
Cl 4.159 4.264 -1.907
H 0.817 -7.252 1.415
C -2.878 -2.589 -4.246
H -3.202 -0.208 4.087
H -3.776 0.332 -5.330
H -3.213 -4.577 0.669
C 2.994 -2.012 -3.721
C 4.214 -0.922 1.630
N -3.506 -1.947 0.150
Cl -0.961 3.819 -3.328
N 2.642 0.078 -1.277
C -0.269 -3.743 -0.231
H -5.181 -2.185 -1.159
H -3.230 -3.038 -5.150
C -2.198 -1.382 -6.679
H -3.565 -3.845 -2.575
F -0.931 3.967 2.723
H 5.009 -5.250 -4.858
C 1.276 -6.410 1.928
C -2.729 0.627 -5.299

Values from the calculation:
M, u: 1218.9
HOMO energy, eV: -6.9
Charge: 0